# 1
Entry from the OMol25 dataset: a molecular structure, C40H43BCl5N10RbS4 (ωB97M-V/def2-TZVPD).

Each line ends with the Mulliken charge.
CARTESIAN COORDINATES (ANGSTROEM)
Rb1 -1.10 0.66 -0.58  0.701
Cl1 -7.14 0.14 -1.99  -0.219
Cl2 -4.51 -0.64 -6.64  -0.226
Cl3 -4.46 0.88 -0.56  -0.208
Cl4 -1.80 0.11 -5.27  -0.218
Cl5 -7.16 -0.62 -5.01  -0.243
S1 -0.80 -1.75 1.98  -0.257
S2 0.22 -2.14 -3.08  -0.065
S3 -1.21 2.04 4.41  -0.552
S4 1.87 -0.31 0.03  0.578
N1 2.01 -0.41 -4.78  0.077
N2 0.88 1.35 2.75  0.930
N3 0.31 -0.69 4.20  0.356
N4 0.21 3.35 0.89  1.169
N5 2.37 -0.78 2.69  0.569
N6 0.60 -0.52 -2.87  0.286
N7 3.50 -2.10 1.34  0.573
N8 -1.58 -1.72 4.65  0.515
N9 -0.65 4.24 1.77  -0.388
N10 0.93 2.12 -2.43  0.436
C1 3.82 -2.46 2.64  -0.246
C2 0.77 -3.95 -6.64  -0.694
C3 2.91 2.10 -3.78  -0.931
C4 2.74 -3.51 -0.53  -1.183
C5 2.35 4.03 -2.50  -0.873
C6 -2.98 -2.21 4.64  1.388
C7 1.23 3.35 -2.05  0.025
C8 -5.67 -0.21 -4.23  0.656
C9 -1.07 6.17 0.40  -1.721
C10 0.13 -0.67 5.56  -1.130
C11 -0.74 -1.35 3.63  -0.200
C12 0.34 -3.65 -5.35  -0.744
C13 1.84 2.19 2.17  -0.196
C14 -3.51 -2.62 3.27  -2.174
C15 -0.72 2.81 1.87  -0.490
C16 -1.01 -1.31 5.85  -0.188
C17 1.57 -1.59 -5.40  -0.026
C18 3.95 -2.85 0.14  1.535
C19 -1.71 4.92 1.00  2.258
C20 2.58 -1.07 1.38  -1.171
C21 -3.86 -1.08 5.18  -1.468
C22 -2.76 5.29 2.05  -1.822
C23 1.38 0.11 -3.64  -0.082
C24 -3.05 -3.44 5.56  -1.684
C25 3.21 3.39 -3.38  -0.655
C26 -4.47 -0.22 -4.96  -0.536
C27 4.70 -1.93 -0.82  -1.445
C28 -3.22 0.46 -2.96  -1.257
C29 1.54 3.22 1.37  -1.257
C30 3.14 -1.63 3.45  -1.429
C31 -5.65 0.13 -2.88  -0.484
C32 -4.43 0.45 -2.30  1.262
C33 -0.33 2.05 2.96  -0.787
C34 -2.37 4.09 -0.10  -1.324
C35 1.97 -1.88 -6.70  -0.671
C36 1.75 1.50 -3.28  0.487
C37 4.91 -3.96 0.56  -2.342
C38 0.75 -2.49 -4.72  0.785
C39 -3.30 0.12 -4.29  0.378
C40 1.58 -3.06 -7.32  -0.544
B1 1.40 0.18 3.53  -0.175
H1 -0.32 -4.33 -4.83  0.424
H2 1.91 -3.27 -8.33  0.367
H3 -3.60 5.81 1.60  0.404
H4 2.14 0.53 4.45  -0.218
H5 3.08 -4.08 -1.40  0.494
H6 -2.31 5.92 2.82  0.426
H7 -3.68 -0.18 4.59  0.275
H8 -2.72 -3.23 6.57  0.368
H9 -4.91 -1.36 5.11  0.459
H10 -3.53 -1.78 2.59  0.460
H11 -3.16 4.67 -0.57  0.485
H12 2.31 3.88 0.97  0.290
H13 -2.42 -4.24 5.16  0.364
H14 4.43 -4.70 1.21  0.483
H15 -2.81 3.19 0.32  0.132
H16 -1.65 3.81 -0.88  0.112
H17 -4.53 -2.99 3.43  0.526
H18 5.80 -3.57 1.06  0.469
H19 2.87 1.97 2.43  0.345
H20 -2.91 -3.40 2.82  0.430
H21 -0.60 6.76 1.19  0.407
H22 4.04 -1.13 -1.17  0.102
H23 -4.08 -3.80 5.61  0.459
H24 0.44 -4.87 -7.11  0.365
H25 2.55 5.04 -2.15  0.448
H26 -1.50 -1.45 6.80  0.446
H27 0.57 3.78 -1.30  0.226
H28 2.26 -4.20 0.17  0.358
H29 -3.11 4.38 2.54  0.305
H30 2.02 -2.77 -0.85  -0.075
H31 5.25 -4.48 -0.34  0.463
H32 2.61 -1.17 -7.22  0.368
H33 -3.63 -0.85 6.22  0.351
H34 4.52 -3.23 2.88  0.462
H35 3.59 1.55 -4.41  0.474
H36 4.11 3.88 -3.74  0.386
H37 5.07 -2.50 -1.68  0.466
H38 -0.30 5.89 -0.32  0.166
H39 5.55 -1.48 -0.31  0.370
H40 2.32 0.30 -5.43  0.250
H41 3.13 -1.57 4.52  0.542
H42 0.82 -0.15 6.20  0.495
H43 -1.81 6.79 -0.11  0.410

The total charge is -2. The calculation puts the HOMO energy at -0.037 hartree.

---

# 2
Entry from the OMol25 dataset: 2 unconnected molecules or ions with the total composition C2H8NOS in a non-equilibrium geometry (ωB97M-V/def2-TZVPD).

Each line ends with the Mulliken charge.
CARTESIAN COORDINATES (ANGSTROEM)
S1 -1.24 0.48 -0.66  -0.687
O1 -0.80 -0.80 -3.72  -0.666
N1 -0.28 -0.48 2.33  -0.675
C1 0.42 0.37 0.11  -0.734
C2 0.43 0.58 1.61  -0.434
H1 1.47 0.68 1.93  0.316
H2 -1.04 -0.63 1.64  0.279
H3 -0.86 -0.73 -2.74  0.249
H4 0.80 -0.60 -0.20  0.276
H5 -0.04 1.57 1.76  0.222
H6 1.12 1.08 -0.39  0.292
H7 -0.14 -0.11 -3.87  0.313
H8 0.14 -1.41 2.19  0.249

The total charge is -1. The calculation puts the HOMO energy at -0.105 hartree.

---

# 3
Entry from the OMol25 dataset: C2H6N2O2 in the gas phase in a non-equilibrium geometry (ωB97M-V/def2-TZVPD).

Each line ends with the Mulliken charge.
CARTESIAN COORDINATES (ANGSTROEM)
O1 1.05 -1.57 0.63  -0.733
O2 -1.18 1.14 0.65  -0.328
N1 -0.90 -1.15 -0.70  -0.537
N2 -0.65 -0.04 1.03  -0.221
C1 0.36 -0.63 0.16  1.015
C2 1.25 0.57 -0.35  -1.095
H1 2.08 0.74 0.33  0.300
H2 0.75 1.53 -0.47  0.364
H3 1.60 0.25 -1.33  0.289
H4 -1.37 -1.95 -0.29  0.268
H5 -1.52 -0.48 -1.13  0.268
H6 -1.47 1.58 1.47  0.409

The calculation puts the HOMO energy (alpha / beta) at -0.317 / -0.317 hartree.

---

Per-record E_tot, eV: -164366.4677, -16577.5878, -9240.9221
Per-record ΔE to the lowest compared entry with this formula, charge and spin, kcal per mole: 104.4, 5.6, 147.5